71
Properties=species:S:1:pos:R:3 method="wB97M-V/def2-TZVPD" gap_ev=5.93 relative_energy_kcal_mol=44.0 molar_mass_g_mol=926.65
Pb 0.626 0.778 -0.735
C 1.600 -3.984 2.335
O 1.871 -3.155 3.476
C 1.410 -1.917 3.630
C 1.704 -1.396 4.939
C 1.109 -0.284 5.403
C 0.155 0.412 4.595
C -0.206 -0.021 3.365
C -1.265 0.698 2.643
N -1.286 0.934 1.397
N -2.440 1.612 1.032
C -2.881 1.419 -0.147
O -2.187 0.620 -0.993
C -4.151 2.107 -0.494
C -4.151 3.487 -0.646
C -5.335 4.148 -0.938
C -6.519 3.438 -1.063
C -6.522 2.060 -0.884
C -5.342 1.395 -0.601
C 0.293 -1.303 2.825
O -0.175 -1.813 1.821
H 1.593 -5.002 2.715
H 2.413 -3.875 1.615
H 0.654 -3.745 1.867
H 2.434 -1.946 5.517
H 1.353 0.090 6.387
H -0.288 1.323 4.981
H -2.119 1.024 3.244
H -3.226 4.039 -0.538
H -5.329 5.222 -1.072
H -7.441 3.956 -1.292
H -7.447 1.504 -0.959
H -5.348 0.320 -0.465
O 4.465 -2.247 -0.931
C 3.868 -3.243 -1.636
C 4.651 -4.257 -2.184
C 4.077 -5.345 -2.817
C 2.700 -5.445 -2.884
C 1.919 -4.419 -2.371
C 2.472 -3.283 -1.781
C 1.578 -2.147 -1.278
O 2.146 -0.918 -1.323
N 0.311 -2.208 -2.042
N -0.557 -1.246 -1.789
C -1.638 -1.111 -2.457
C -2.548 -0.014 -2.178
Br 0.185 2.041 -2.991
C -3.510 0.413 -3.002
C -4.112 -0.290 -4.138
C -4.298 -1.674 -4.159
C -5.003 -2.280 -5.187
C -5.540 -1.517 -6.214
C -5.352 -0.141 -6.212
C -4.651 0.465 -5.184
H 5.419 -2.350 -0.992
H 5.731 -4.183 -2.106
H 4.707 -6.115 -3.242
H 2.232 -6.310 -3.337
H 0.842 -4.509 -2.423
H 1.266 -2.409 -0.239
H 0.302 -2.637 -2.958
H -1.857 -1.749 -3.309
H -3.936 1.384 -2.806
H -3.932 -2.275 -3.334
H -5.154 -3.352 -5.175
H -6.109 -1.992 -7.002
H -5.772 0.463 -7.006
H -4.509 1.539 -5.184
Se 2.764 -0.544 2.223
C 3.352 0.567 3.540
N 3.703 1.302 4.358

***

63
Properties=species:S:1:pos:R:3 method="wB97M-V/def2-TZVPD" multiplicity=2 gap_ev="8.40 / 8.83" relative_energy_kcal_mol=0.0 molar_mass_g_mol=563.44 s2=0.772
Co 0.169 -0.022 0.109
O 3.816 1.039 -1.195
C 2.699 1.117 -0.735
O 2.023 0.122 -0.248
C 2.004 2.499 -0.695
P 0.220 2.301 -0.388
C -0.357 3.997 -0.053
C -0.353 4.438 1.270
C -0.659 5.757 1.573
C -0.978 6.642 0.554
C -0.995 6.206 -0.764
C -0.685 4.889 -1.070
C -0.481 1.916 -2.033
C 0.299 1.406 -3.067
C -0.295 1.010 -4.261
C -1.665 1.111 -4.428
C -2.454 1.605 -3.394
C -1.867 1.996 -2.204
H 2.208 3.059 -1.607
H 2.430 3.059 0.141
H -0.102 3.747 2.067
H -0.651 6.091 2.602
H -1.212 7.673 0.785
H -1.247 6.895 -1.559
H -0.697 4.558 -2.100
H 1.372 1.309 -2.955
H 0.322 0.618 -5.059
H -2.123 0.803 -5.359
H -3.528 1.676 -3.514
H -2.488 2.374 -1.398
C -2.140 -0.289 5.183
C -1.582 0.728 4.427
C -1.651 0.675 3.039
C -2.277 -0.389 2.401
C -2.846 -1.403 3.171
C -2.775 -1.355 4.552
P -2.268 -0.458 0.567
C -4.028 -0.439 0.129
C -4.464 -1.084 -1.025
C -5.802 -1.033 -1.388
C -6.707 -0.318 -0.616
C -6.272 0.349 0.521
C -4.937 0.293 0.892
C -1.607 -2.110 0.244
C -2.209 -3.365 0.206
C -1.398 -4.476 0.037
C -0.016 -4.322 -0.080
C 0.567 -3.061 -0.046
C -0.231 -1.928 0.106
H -2.081 -0.257 6.263
H -1.091 1.561 4.913
H -1.213 1.469 2.444
H -3.333 -2.240 2.686
H -3.209 -2.152 5.142
H -3.758 -1.632 -1.639
H -6.138 -1.552 -2.276
H -7.750 -0.281 -0.900
H -6.973 0.915 1.121
H -4.602 0.804 1.787
H -3.282 -3.477 0.312
H -1.836 -5.465 -0.005
H 0.607 -5.199 -0.210
H 1.641 -2.961 -0.152